(1)
Molecular formula: C16H22N2O5
Method: DFT, the ωB97M-V functional and the def2-TZVPD basis

```
45
Properties=species:S:1:pos:R:3:forces:R:3:lowdin_charge:R:1
C 0.27101 -3.21681 3.32989 0.290 -0.238 0.160 -0.038
H -0.44899 -4.00245 3.11562 0.022 0.050 0.012 0.093
H 0.44075 -3.13731 4.40544 -0.005 -0.028 -0.070 0.098
H 1.22359 -3.42042 2.83742 -0.092 -0.016 0.050 0.099
O -0.29173 -2.01025 2.83236 -0.357 0.125 -0.081 -0.042
C 0.50009 -0.92867 2.87948 0.194 0.255 -0.226 -0.464
O 1.62446 -0.94853 3.29969 0.058 -0.010 0.085 0.126
C -0.21431 0.29284 2.31209 -0.106 0.118 0.013 -0.216
N -0.86897 -0.05439 1.06716 -0.150 -0.059 0.230 0.103
C -0.26729 0.21346 -0.13995 -0.453 -0.178 0.067 -0.514
O 0.70233 0.92921 -0.23736 0.410 0.201 -0.154 0.084
N -0.92589 -0.38189 -1.19036 -0.298 -0.227 0.149 0.131
C -0.63099 -0.31191 -2.55496 0.231 0.118 -0.360 -0.226
C 0.47375 0.36536 -3.05019 0.098 0.050 -0.066 0.077
C 0.72546 0.38492 -4.41534 -0.234 -0.102 -0.134 -0.190
C -0.11785 -0.29698 -5.29689 0.102 -0.009 0.026 -0.209
C -1.23245 -0.95507 -4.79546 0.247 0.160 -0.051 -0.001
C -1.49234 -0.95926 -3.44123 0.039 0.033 0.058 -0.037
H -2.36399 -1.47643 -3.06704 -0.100 -0.065 0.048 0.106
H -1.88252 -1.46351 -5.48904 -0.078 -0.077 -0.087 0.120
O 0.12101 -0.34701 -6.65128 -0.331 -0.008 0.178 -0.034
C 1.43210 0.04134 -6.99183 0.440 0.307 0.101 -0.155
C 1.81157 1.31959 -6.24502 -0.141 -0.167 -0.565 -0.151
H 2.81745 1.65009 -6.50817 -0.101 -0.021 -0.029 0.132
O 1.81636 1.08807 -4.85496 -0.098 -0.177 0.392 -0.018
H 1.08733 2.10842 -6.49202 0.102 -0.055 0.033 0.139
H 1.44045 0.19402 -8.07209 0.063 0.006 0.093 0.131
H 2.14141 -0.75483 -6.72536 -0.068 0.064 -0.059 0.139
H 1.14298 0.88720 -2.38865 0.049 0.045 0.038 0.115
H -1.75622 -0.91393 -0.97346 0.165 0.126 0.025 0.139
H -1.54692 -0.79788 1.13207 0.077 0.030 -0.080 0.139
H 0.53984 1.04683 2.06957 -0.085 -0.223 0.115 0.150
C -1.26673 0.85589 3.28069 0.174 0.098 0.124 -0.113
H -2.01927 0.08237 3.45600 -0.098 0.015 -0.039 0.118
C -0.75783 1.37463 4.63503 0.005 -0.110 -0.010 -0.413
C 0.47442 2.26253 4.48333 -0.274 -0.048 0.066 -0.069
H 0.30436 3.03455 3.73678 0.054 0.142 -0.100 0.083
H 0.70291 2.74598 5.43036 0.075 0.069 0.073 0.079
H 1.33671 1.67084 4.18818 0.158 -0.034 -0.054 0.076
C -0.48313 0.24827 5.63024 -0.120 0.172 -0.063 -0.069
H -0.29246 0.66484 6.61683 0.042 -0.010 0.124 0.080
H -1.33742 -0.42231 5.70389 -0.079 -0.099 0.049 0.080
H 0.39103 -0.32513 5.33830 0.115 -0.109 0.044 0.066
H -1.57154 1.98426 5.04798 0.059 -0.051 -0.062 0.131
H -1.75252 1.67944 2.75226 -0.002 -0.060 -0.065 0.124
```
Positions in Å, forces in eV/Å.

HOMO energy ... -7.76 eV
Relative energy (zero: lowest compared OMol25 entry of this formula, charge and spin) ... 1.2104 eV
Orbital gap ... 8.29 eV
Structure (SMILES) ... COC(=O)[C@H](CC(C)C)NC(=O)Nc1ccc2c(c1)OCCO2

(2)
Molecular formula: C16H22N2O6S
Method: DFT, the ωB97M-V functional and the def2-TZVPD basis

```
47
Properties=species:S:1:pos:R:3:forces:R:3:lowdin_charge:R:1
C 1.04767 2.03941 0.52625 -0.106 -0.063 0.418 -0.057
H 0.07846 1.75735 0.12115 -0.065 -0.023 -0.074 0.077
C 0.91142 2.42659 1.99301 -0.005 0.444 -0.391 -0.201
H 1.87392 2.72481 2.41322 -0.136 -0.019 -0.012 0.125
H 0.18547 3.23835 2.10400 0.181 -0.093 0.042 0.123
O 0.48921 1.31491 2.78485 0.215 -0.193 0.171 -0.011
C -0.82158 1.05631 2.81582 -0.198 -0.033 0.205 -0.472
O -1.64632 1.73820 2.26549 -0.051 0.069 -0.099 0.122
C -1.15401 -0.17075 3.65413 -0.063 -0.094 0.065 -0.208
C -2.38499 -0.86786 3.06578 0.152 0.133 -0.186 -0.113
C -2.03101 -1.46425 1.70613 -0.687 0.210 -0.026 -0.191
N -0.91856 -2.37779 1.83654 0.066 -0.850 -0.625 -0.218
S -0.64750 -3.33184 0.49188 0.043 0.045 0.084 0.668
O -1.90951 -3.87059 0.08490 -0.126 0.337 -0.110 -0.277
O 0.42024 -4.23024 0.81780 0.208 0.281 -0.014 -0.282
C -0.06738 -2.16533 -0.73739 -0.267 -0.548 0.534 -0.275
C -0.97739 -1.45497 -1.49755 0.023 -0.016 -0.034 -0.045
C -0.53765 -0.46840 -2.36163 -0.067 0.064 -0.055 0.014
C 0.82634 -0.19421 -2.46038 -0.282 -0.199 0.155 -0.218
C 1.73668 -0.92716 -1.69508 -0.112 0.016 -0.040 -0.019
C 1.28786 -1.90722 -0.83169 0.136 0.015 -0.062 -0.062
H 1.97201 -2.49374 -0.23934 0.156 -0.019 0.036 0.117
H 2.79445 -0.72431 -1.78248 0.121 0.009 -0.001 0.116
N 1.33190 0.78962 -3.30450 0.554 0.092 -0.045 0.158
C 0.65261 1.62037 -4.15143 0.303 0.168 -0.097 -0.551
O -0.53543 1.68485 -4.31063 -0.317 0.000 -0.043 0.116
O 1.55158 2.39227 -4.80284 0.177 -0.254 0.252 -0.037
C 0.99944 3.31364 -5.73373 -0.300 0.146 -0.162 -0.050
H 0.45125 2.78283 -6.51416 0.053 0.068 0.040 0.098
H 1.84278 3.85187 -6.15785 -0.037 -0.030 0.026 0.093
H 0.31807 4.00149 -5.22982 0.066 -0.029 -0.065 0.097
H 2.33762 0.89248 -3.32387 -0.196 0.014 -0.031 0.155
H -1.23711 0.09079 -2.95991 -0.032 -0.004 -0.010 0.106
H -2.02519 -1.69684 -1.41870 -0.156 0.042 -0.048 0.119
C 0.27979 -1.77396 2.37199 0.622 0.028 0.365 -0.193
C -0.00126 -1.17186 3.74582 -0.012 0.074 -0.204 -0.115
H 0.90037 -0.68873 4.12082 -0.014 -0.080 0.010 0.120
H -0.28658 -1.97003 4.43182 0.024 -0.014 0.048 0.127
H 1.02465 -2.56779 2.43936 0.089 0.190 0.069 0.123
H 0.65761 -0.98833 1.69872 0.012 -0.039 0.047 0.117
H -2.86331 -2.04147 1.30274 -0.059 0.208 0.025 0.123
H -1.79143 -0.64801 1.00600 -0.048 -0.027 0.019 0.123
H -2.70805 -1.66162 3.73873 -0.029 -0.016 0.039 0.126
H -3.19490 -0.14928 2.94070 -0.002 -0.070 0.015 0.122
H -1.39312 0.20529 4.65617 0.029 0.022 -0.085 0.159
H 1.42925 2.88501 -0.03871 0.057 0.097 -0.100 0.080
H 1.73164 1.20016 0.41790 0.077 -0.056 -0.047 0.069
```
Positions in Å, forces in eV/Å.

HOMO energy ... -9.05 eV
Relative energy (zero: lowest compared OMol25 entry of this formula, charge and spin) ... 0.3086 eV
Orbital gap ... 9.47 eV
Structure (SMILES) ... CCOC(=O)C1CCN(S(=O)(=O)c2ccc(NC(=O)OC)cc2)CC1

(3)
Molecular formula: C16H22N5ORhS
Method: DFT, the ωB97M-V functional and the def2-TZVPD basis

```
46
Properties=species:S:1:pos:R:3:forces:R:3:mulliken_spin:R:1
Rh -0.38332 0.37560 -0.43680 0.418 -0.396 -0.114 2.721
C -0.79934 -2.32827 1.14758 0.004 -0.387 -0.421 -0.003
C -0.44143 -2.69269 -0.29763 0.069 -0.137 0.470 0.022
N -1.05977 -1.76327 -1.24094 -0.304 0.228 0.190 0.137
C -0.57964 -1.93655 -2.61370 0.475 0.089 -0.593 -0.017
C 0.83115 -1.41323 -2.72180 -0.078 -1.688 -1.276 0.252
C 1.74984 -1.90492 -3.61750 -0.927 0.198 0.630 -0.113
C 3.05232 -1.39276 -3.62151 0.474 -0.174 -0.677 0.459
C 3.39600 -0.45264 -2.64552 -0.573 0.465 0.788 -0.121
C 2.43717 -0.00109 -1.77262 2.061 0.142 0.056 0.264
C 2.71908 0.95866 -0.64801 0.289 -0.071 -0.648 -0.004
N 1.77013 0.71607 0.43381 -0.576 0.245 0.105 0.143
C 2.00762 -0.48542 1.22292 -0.106 -0.316 0.386 0.003
C 0.83652 -0.73649 2.18276 0.600 0.025 -0.029 -0.002
N -0.44546 -0.94496 1.49611 -0.194 0.407 -0.169 0.155
N 1.14830 -0.42471 -1.84882 -2.031 1.213 1.501 0.402
H -0.30374 -3.03419 1.82424 -0.104 0.054 -0.033 0.002
H -1.87976 -2.44763 1.26719 0.069 0.070 0.102 0.004
H -0.76402 -3.72667 -0.48513 0.101 0.124 -0.008 0.004
H 0.63964 -2.64522 -0.43925 -0.043 -0.040 -0.110 -0.012
H -2.07230 -1.87060 -1.21639 0.134 0.057 0.030 -0.005
H -1.23231 -1.36718 -3.28333 -0.150 -0.015 0.150 0.037
H -0.60484 -2.99137 -2.92331 -0.088 0.197 0.036 0.019
H 1.46176 -2.68306 -4.30813 -0.074 -0.114 -0.008 -0.007
H 3.77903 -1.74846 -4.33023 0.106 -0.039 -0.069 0.035
H 4.40666 -0.08567 -2.57148 0.152 0.065 0.116 -0.008
H 2.57425 1.98450 -1.00177 -0.062 0.054 0.201 0.041
H 3.75898 0.85349 -0.31165 -0.133 0.080 -0.031 0.020
H 1.69962 1.52694 1.04244 -0.047 -0.038 -0.063 -0.001
H 2.92747 -0.39284 1.81690 -0.072 -0.068 -0.095 0.000
H 2.12809 -1.33411 0.54702 0.094 0.093 -0.055 -0.004
H 0.73465 0.14185 2.82463 -0.076 -0.075 0.020 0.000
H 1.07805 -1.59865 2.81545 -0.034 0.109 0.004 0.002
H -1.18555 -0.56819 2.08213 0.129 0.014 -0.166 -0.009
O -0.45619 2.20199 0.89466 -0.242 -0.167 0.040 0.163
N -1.61438 2.62930 1.34913 -1.340 0.160 -0.064 0.049
C -1.62555 3.56022 2.34875 0.404 -0.591 -0.548 -0.030
C -2.79498 3.99956 2.88293 -1.088 -0.079 -0.035 0.038
C -4.02924 3.51244 2.39925 0.992 -0.266 -0.421 -0.031
C -4.01018 2.61501 1.34076 -0.526 0.698 0.845 0.026
C -2.81666 2.16859 0.80900 1.920 -0.048 0.000 -0.019
S -2.73398 1.05339 -0.50121 0.494 -0.174 -0.067 0.391
H -0.64855 3.88080 2.67579 0.026 -0.016 -0.048 -0.002
H -2.77058 4.72442 3.67862 0.062 0.070 0.104 0.002
H -4.95786 3.83006 2.83887 -0.147 0.095 0.023 -0.002
H -4.92670 2.23797 0.91578 -0.054 -0.051 -0.045 -0.002
```
Positions in Å, forces in eV/Å.

Charge ... +1
Spin multiplicity ... 6
HOMO energy (spin up / spin down) ... -7.10 / -11.25 eV
Orbital gap (spin up / spin down) ... 4.14 / 5.68 eV